No. 1
# C4H18N2O2

A 3-piece molecular cluster, C4H18N2O2 overall at a distorted geometry (ωB97M-V/def2-TZVPD, OMol25).

Cartesian coordinates (Å):
C: -1.04399 -1.61068 0.68391
C: -1.04722 -0.91668 -0.70068
C: -0.97186 0.63357 -0.75369
C: -0.43145 1.36293 0.48564
N: 1.02939 1.17356 0.63504
N: -2.32129 -1.34424 -1.41007
H: -0.88279 -1.00609 1.57258
H: -2.04647 -2.00201 0.89831
H: -0.35013 -2.43366 0.73025
H: -0.24436 -1.38211 -1.23483
H: -1.97317 0.98849 -1.00099
H: -0.31145 0.96148 -1.54917
H: -0.63617 2.43134 0.44736
H: -0.91818 1.00272 1.38516
H: 1.55995 1.86583 1.10728
H: 1.30634 0.29828 1.08251
H: 1.56232 1.09107 -0.25578
H: -2.38354 -2.36327 -1.45212
H: -2.28535 -1.00163 -2.37044
H: -3.14769 -0.93074 -0.97516
H: 3.38849 0.11824 2.76685
H: 2.18523 0.19764 3.69244
O: 2.42588 0.14345 2.76552
H: 2.78478 0.17826 -2.30149
H: 2.53588 1.68280 -2.32356
O: 2.21686 0.86144 -1.92487

The charge is +2. The value obtained for the energy relative to the best compared isomer or geometry (same formula, charge and spin) is 0.219 eV. As for the strongest force on any atom: 2.171 eV Å⁻¹. As for the multiplicity: 1. The value obtained for the orbital gap is 0.4496 Eh. The HOMO energy comes out at -0.680 hartree. Its total energy is -422.611837 Ha.

Atom charges from the Mulliken analysis, given in e for atoms 1 to 2: -1.38, 0.45

---

No. 2
# C4H18N2O5

A 5-piece molecular cluster, C4H18N2O5 overall at a distorted geometry (ωB97M-V/def2-TZVPD, OMol25).

Cartesian coordinates (Å):
N: -1.23348 2.02844 -0.20349
C: -0.81350 0.86111 -0.98937
C: 0.65402 0.97664 -1.25814
C: 1.61291 0.54205 -0.07063
N: 0.99436 -0.06775 1.09384
C: 0.80686 -1.42672 1.04814
O: -0.18547 -2.00231 1.46455
H: -2.01750 1.78345 0.39369
H: -0.53507 2.28091 0.49108
H: -1.03146 -0.12728 -0.54681
H: -1.44901 0.87868 -1.88996
H: 1.00014 0.35818 -2.09522
H: 0.84747 2.02696 -1.46695
H: 2.23071 1.42717 0.15038
H: 2.34313 -0.17322 -0.46266
H: 0.20087 0.46478 1.42476
H: 1.66653 -1.98305 0.67713
O: -1.75618 0.09185 2.33062
H: -1.60367 -0.86075 2.16320
H: -1.66549 0.20636 3.28522
O: 1.71736 4.26224 -0.49669
H: 0.91752 4.71926 -0.76960
H: 1.36301 3.40576 -0.77947
O: -1.95192 -4.08979 0.20065
H: -1.97736 -3.26266 0.67932
H: -1.14363 -4.58352 0.42580
O: 0.67368 -2.34180 -1.48026
H: 0.18303 -3.01923 -1.01133
H: 0.15214 -2.37575 -2.30780

The charge is 0. The SMILES is NCCCNC=O.O.O.O.O. The value obtained for the energy relative to the best compared isomer or geometry (same formula, charge and spin) is 1.785 eV. As for the strongest force on any atom: 1.425 eV Å⁻¹. As for the multiplicity: 1. The value obtained for the orbital gap is 0.3722 Eh. The HOMO energy comes out at -0.354 hartree. Its total energy is -648.904188 Ha.

Atom charges from the Mulliken analysis, given in e for atoms 1 to 2: -0.71, -0.30

---

No. 3
# C4H18NO3

A 4-piece molecular cluster, C4H18NO3 overall at a distorted geometry (ωB97M-V/def2-TZVPD, OMol25).

Cartesian coordinates (Å):
C: 1.32063 0.30984 0.86349
C: 0.27661 0.51579 1.92545
C: 0.95825 0.71170 3.30286
C: -0.67581 1.68641 1.51456
N: 0.80369 -0.46262 -0.30288
H: 1.88650 1.19083 0.53462
H: 2.19285 -0.23849 1.28362
H: -0.46252 -0.28222 2.26567
H: 2.02998 0.48372 3.23273
H: 0.62513 1.70944 3.60737
H: 0.90170 -0.06813 4.10096
H: -1.52884 1.36781 0.92347
H: -0.09614 2.43025 0.93268
H: -1.04575 2.37049 2.28642
H: -0.20785 -0.33422 -0.51657
H: 1.22316 -0.25575 -1.21420
H: 0.88891 -1.46502 -0.12951
H: 0.25815 -2.10866 -3.45347
H: 1.49413 -2.12212 -2.69012
O: 0.66193 -1.64487 -2.70075
H: -1.96486 -2.29970 -0.97821
H: -2.90145 -1.40060 -1.79333
O: -2.07065 -1.39687 -1.28070
H: -0.85719 1.82536 -1.86311
H: -0.67038 0.54951 -2.81313
O: -0.82068 0.85952 -1.91740

The charge is +2. The value obtained for the energy relative to the best compared isomer or geometry (same formula, charge and spin) is 1.465 eV. As for the strongest force on any atom: 3.597 eV Å⁻¹. As for the multiplicity: 2. The value obtained for the orbital gap (spin up / spin down) is 0.4200 / 0.1414 Eh. The HOMO energy (spin up / spin down) comes out at -0.659 / -0.659 hartree. Its total energy is -442.885994 Ha.

Atom charges from the Mulliken analysis, given in e for atoms 1 to 2: -1.13, 0.77

---

No. 4
# C4H18O7V

C4H18O7V as an isolated structure at a distorted geometry (ωB97M-V/def2-TZVPD, OMol25).

Cartesian coordinates (Å):
V: 0.40841 -0.81834 -0.07397
C: 3.00634 1.10180 -0.02467
O: 2.33026 -0.01126 0.38227
H: 3.86760 0.86799 -0.69009
H: 2.37795 1.83322 -0.58393
H: 3.47524 1.65519 0.81136
C: -2.58597 -1.37059 -1.36517
O: -1.44797 -1.59636 -0.63288
H: -3.50178 -1.57455 -0.78346
H: -2.68437 -0.30398 -1.67324
H: -2.62912 -1.96685 -2.29252
C: -1.46689 2.10760 0.75697
C: -0.63283 1.57735 1.90297
O: -0.46881 0.18189 1.69432
O: -2.65900 1.37322 0.59998
H: -0.85628 2.09545 -0.15135
H: -1.76260 3.13511 0.97030
H: -1.13908 1.80472 2.84369
H: 0.31676 2.12595 1.90299
H: -0.41742 -0.26873 2.53905
H: -2.42435 0.45195 0.40210
O: 0.30402 0.67428 -1.70553
H: 1.14563 1.02789 -2.01404
H: -0.32790 0.75918 -2.42481
O: 0.71529 -2.47810 1.41047
H: 0.32640 -2.89269 2.18344
H: 1.63017 -2.77557 1.37972
O: 1.47443 -2.09503 -1.51493
H: 1.30068 -2.09877 -2.45948
H: 2.32520 -2.52197 -1.38957

The charge is 0. The value obtained for the energy relative to the best compared isomer or geometry (same formula, charge and spin) is 0.125 eV. As for the strongest force on any atom: 1.226 eV Å⁻¹. As for the multiplicity: 4. The value obtained for the orbital gap (spin up / spin down) is 0.2196 / 0.2777 Eh. The HOMO energy (spin up / spin down) comes out at -0.221 / -0.279 hartree. Its total energy is -1633.850521 Ha.

Atom charges from the Mulliken analysis, given in e for atoms 1 to 2: 0.94, -0.80

---

No. 5
# C4H19NO6

A 5-piece molecular cluster, C4H19NO6 overall at a distorted geometry (ωB97M-V/def2-TZVPD, OMol25).

Cartesian coordinates (Å):
N: 1.46325 0.32353 0.13383
C: 0.11305 0.48994 0.71956
C: -0.05058 -0.48420 1.89160
O: 0.60634 0.03632 3.04193
C: -0.96289 0.42779 -0.39379
C: -1.24014 1.84309 -0.87505
O: -2.00552 2.63626 0.03147
H: 1.66517 -0.63670 -0.10752
H: 2.15919 0.69990 0.76450
H: 0.15077 1.52682 1.05059
H: 0.48766 -1.38720 1.56475
H: -1.02416 -0.94852 1.94275
H: -0.05109 0.09357 3.74099
H: -1.87761 -0.07973 -0.09951
H: -0.43964 -0.01392 -1.20761
H: -1.88412 1.87430 -1.74091
H: -0.28435 2.29489 -1.14687
H: -1.48304 2.91893 0.79103
O: 2.47429 -1.10887 -2.44546
H: 2.22180 -0.17067 -2.45880
H: 3.26994 -1.12762 -2.98905
O: -3.66940 -1.83914 1.11124
H: -3.82085 -1.29561 0.33668
H: -2.74109 -1.83923 1.34279
O: 1.94801 1.82319 -2.29046
H: 1.78777 1.74657 -1.35066
H: 1.18679 2.29226 -2.64307
O: 0.67152 -3.46588 -0.10122
H: 1.57294 -3.19197 -0.28378
H: 0.12876 -3.37237 -0.88540

The charge is 0. The SMILES is N[C@H](CO)CCO.O.O.O.O. The value obtained for the energy relative to the best compared isomer or geometry (same formula, charge and spin) is 1.942 eV. As for the strongest force on any atom: 2.062 eV Å⁻¹. As for the multiplicity: 1. The value obtained for the orbital gap is 0.3774 Eh. The HOMO energy comes out at -0.359 hartree. Its total energy is -669.957389 Ha.

Atom charges from the Mulliken analysis, given in e for atoms 1 to 2: -0.48, 0.12

---

No. 6
# C4H19NO6S2

A 6-piece molecular cluster, C4H19NO6S2 overall at a distorted geometry (ωB97M-V/def2-TZVPD, OMol25).

Cartesian coordinates (Å):
C: 3.13341 -1.03750 1.28226
S: 1.81351 -1.73529 2.29418
S: 0.23455 -1.98906 1.10743
C: -0.82164 -0.51476 1.35768
C: -2.03214 -0.65216 0.41799
N: -2.91991 -1.65426 0.96730
C: -2.67733 0.73291 0.26234
O: -3.49638 0.91736 -0.60187
H: 3.80167 -1.85949 1.04345
H: 2.89967 -0.61465 0.29426
H: 3.62624 -0.18012 1.74430
H: -0.29117 0.42485 1.19677
H: -1.08778 -0.58846 2.41146
H: -1.71366 -0.97391 -0.56548
H: -3.77034 -1.66603 0.43182
H: -3.09750 -1.62568 1.95634
H: -2.27592 1.57052 0.86380
O: -1.36287 2.39680 2.20121
H: -2.15469 2.88943 1.98477
H: -0.61048 2.64475 1.63541
O: 2.00210 0.13626 -2.34768
H: 1.81257 -0.79340 -2.11091
H: 2.69875 0.06127 -3.00796
O: 1.81616 -2.57259 -2.59746
H: 1.54163 -3.10218 -1.83938
H: 1.22488 -2.79876 -3.32274
O: 0.46583 3.01406 0.11883
H: 1.22705 3.60339 0.09357
H: 0.38398 2.63618 -0.77256
O: -0.36939 1.43498 -2.25817
H: -0.61077 0.54776 -1.97573
H: 0.60998 1.34776 -2.26522

The charge is 0. The SMILES is CSSC[C@@H](N)C=O.O.O.O.O.O. The value obtained for the energy relative to the best compared isomer or geometry (same formula, charge and spin) is 0.762 eV. As for the strongest force on any atom: 2.161 eV Å⁻¹. As for the multiplicity: 1. The value obtained for the orbital gap is 0.3192 Eh. The HOMO energy comes out at -0.314 hartree. Its total energy is -1466.346725 Ha.

Atom charges from the Mulliken analysis, given in e for atoms 1 to 2: -0.66, -0.08

---

What is the charge in the fifth record? 0